[1]
155
Properties=species:S:1:pos:R:3 method="wB97M-V/def2-TZVPD" smiles="CCCNc1c(I)c2c(c(S)c1CCF)C(=O)N(CCCCCCCCOC(C)=O)C2=O.C1CCOC1.C1CCOC1.C1CCOC1.C1CCOC1.C1CCOC1.C1CCOC1.C1CCOC1" e_homo_ha=-0.3237 spin_multiplicity=1 gap_ev=8.78 total_charge=0
C -4.417 -3.623 1.626
C -3.409 -4.531 0.862
C -2.874 -3.706 -0.309
N -1.750 -4.353 -1.067
C -0.710 -3.411 -1.220
C 0.499 -3.660 -0.562
I 0.835 -5.379 0.604
C 1.497 -2.758 -0.691
C 1.402 -1.577 -1.405
C 0.227 -1.318 -2.061
S 0.090 0.179 -3.023
C -0.831 -2.237 -1.994
C -2.086 -1.853 -2.811
C -1.711 -2.117 -4.332
F -1.992 -1.022 -5.128
C 2.721 -0.797 -1.303
O 2.956 0.378 -1.427
N 3.665 -1.839 -0.938
C 4.156 -2.432 -2.214
C 4.898 -1.413 -3.099
C 4.102 -0.921 -4.329
C 4.696 0.413 -4.804
C 3.735 1.153 -5.773
C 2.556 1.797 -5.009
C 2.399 3.314 -5.215
C 1.470 3.857 -4.102
O 2.137 4.865 -3.321
C 1.409 5.287 -2.265
C 1.698 6.708 -1.810
O 0.599 4.607 -1.668
C 2.904 -2.737 -0.131
O 3.340 -3.295 0.830
H -5.368 -4.125 1.811
H -4.661 -2.774 0.972
H -3.980 -3.184 2.526
H -4.002 -5.373 0.492
H -2.606 -4.873 1.520
H -3.724 -3.544 -0.981
H -2.496 -2.741 0.048
H -1.441 -5.124 -0.486
H -0.435 1.099 -2.182
H -2.939 -2.495 -2.599
H -2.323 -0.807 -2.635
H -2.337 -2.937 -4.695
H -0.656 -2.394 -4.390
H 3.362 -2.948 -2.777
H 4.875 -3.209 -1.929
H 5.796 -1.893 -3.504
H 5.254 -0.595 -2.470
H 3.041 -0.762 -4.089
H 4.144 -1.696 -5.101
H 5.619 0.247 -5.372
H 4.878 1.077 -3.953
H 4.267 1.845 -6.433
H 3.315 0.368 -6.416
H 2.591 1.529 -3.949
H 1.631 1.340 -5.385
H 3.379 3.800 -5.182
H 1.919 3.548 -6.169
H 1.190 3.027 -3.451
H 0.557 4.276 -4.538
H 2.763 6.819 -1.592
H 1.340 7.449 -2.526
H 1.174 6.885 -0.871
C 9.061 -2.421 -0.452
C 9.175 -1.003 0.093
C 9.116 -0.174 -1.181
O 8.306 -0.904 -2.107
C 8.095 -2.229 -1.610
H 8.709 -3.148 0.279
H 10.032 -2.756 -0.826
H 8.313 -0.779 0.727
H 10.079 -0.826 0.674
H 10.111 -0.051 -1.622
H 8.684 0.815 -1.021
H 7.054 -2.302 -1.273
H 8.252 -2.950 -2.415
C 1.142 11.797 -1.640
C 2.246 11.408 -2.614
C 2.982 10.329 -1.834
O 2.009 9.686 -1.003
C 0.803 10.457 -1.005
H 0.284 12.272 -2.114
H 1.536 12.481 -0.884
H 1.809 10.983 -3.521
H 2.891 12.237 -2.903
H 3.750 10.762 -1.184
H 3.453 9.588 -2.481
H 0.054 9.917 -1.596
H 0.433 10.555 0.016
C -5.761 -5.543 -5.500
C -5.263 -6.420 -4.352
C -4.302 -5.469 -3.666
O -4.775 -4.157 -3.852
C -5.810 -4.161 -4.845
H -6.721 -5.854 -5.910
H -5.027 -5.545 -6.310
H -6.091 -6.668 -3.683
H -4.796 -7.351 -4.670
H -3.299 -5.526 -4.106
H -4.221 -5.662 -2.594
H -6.766 -3.987 -4.341
H -5.642 -3.352 -5.556
C -4.891 1.148 3.663
C -3.871 1.030 2.537
C -2.904 0.000 3.099
O -3.670 -0.864 3.947
C -4.965 -0.284 4.167
H -5.856 1.534 3.344
H -4.504 1.803 4.448
H -4.355 0.639 1.638
H -3.386 1.971 2.281
H -2.128 0.474 3.709
H -2.419 -0.592 2.320
H -5.699 -0.866 3.599
H -5.217 -0.346 5.224
C 3.487 0.674 2.352
C 2.770 -0.663 2.500
C 1.828 -0.376 3.661
O 1.504 1.015 3.599
C 2.377 1.664 2.668
H 3.926 0.831 1.367
H 4.283 0.751 3.097
H 2.191 -0.879 1.598
H 3.438 -1.502 2.683
H 2.316 -0.565 4.624
H 0.911 -0.967 3.614
H 1.798 1.909 1.772
H 2.749 2.592 3.104
C 1.597 -3.317 6.839
C 0.407 -2.372 6.935
C -0.629 -3.086 6.081
O -0.359 -4.488 6.200
C 0.913 -4.676 6.827
H 2.313 -3.209 7.653
H 2.126 -3.155 5.896
H 0.063 -2.312 7.971
H 0.620 -1.361 6.588
H -0.533 -2.810 5.025
H -1.652 -2.884 6.399
H 0.739 -5.042 7.845
H 1.480 -5.430 6.280
C -9.141 1.442 6.977
C -9.797 0.314 6.192
C -8.936 0.267 4.938
O -7.622 0.682 5.327
C -7.671 1.238 6.645
H -9.343 1.409 8.047
H -9.482 2.408 6.596
H -9.705 -0.625 6.744
H -10.851 0.481 5.977
H -9.302 0.967 4.179
H -8.887 -0.729 4.497
H -7.204 0.525 7.333
H -7.100 2.167 6.669

[2]
176
Properties=species:S:1:pos:R:3 method="wB97M-V/def2-TZVPD" e_above_lowest_kcal_mol=0.00 e_homo_ha=-0.3077 spin_multiplicity=1 gap_ev=8.25 total_charge=0
C -5.859 6.279 -2.508
O -4.531 6.387 -2.977
C -3.653 5.468 -2.351
C -2.722 4.790 -3.336
C -1.602 4.095 -2.557
C -0.731 3.224 -3.465
C 0.134 2.250 -2.621
C 1.591 2.139 -3.102
C 1.987 0.780 -3.713
C 2.603 -0.219 -2.721
C 1.809 -0.374 -1.403
C 2.264 0.602 -0.314
C 1.990 0.156 1.129
C 0.894 0.938 1.907
C -0.234 0.011 2.257
C -1.037 -0.474 1.180
C -2.069 -1.346 1.327
C -2.896 -1.848 0.184
C -2.968 -0.903 -0.963
N -2.254 -1.014 -2.015
C -2.352 -1.808 2.647
N -3.298 -2.687 2.996
S -3.191 -2.828 4.596
N -1.982 -1.824 4.904
C -1.586 -1.316 3.721
C -0.513 -0.391 3.545
C 0.248 0.064 4.767
C 0.126 1.534 5.068
O 1.008 2.318 5.079
Br -1.708 2.087 5.521
H -6.222 5.249 -2.550
H -5.939 6.651 -1.482
H -6.468 6.912 -3.148
H -3.055 5.935 -1.562
H -4.223 4.676 -1.853
H -2.275 5.533 -3.998
H -3.236 4.048 -3.946
H -0.947 4.869 -2.148
H -2.005 3.527 -1.716
H -0.108 3.884 -4.066
H -1.377 2.626 -4.101
H 0.094 2.624 -1.597
H -0.380 1.289 -2.637
H 2.285 2.445 -2.331
H 1.704 2.882 -3.894
H 2.707 0.976 -4.506
H 1.083 0.328 -4.122
H 2.547 -1.199 -3.198
H 3.656 -0.036 -2.528
H 1.908 -1.383 -1.001
H 0.759 -0.268 -1.676
H 1.887 1.614 -0.439
H 3.344 0.673 -0.403
H 2.896 0.244 1.730
H 1.718 -0.899 1.126
H 1.314 1.391 2.788
H 0.458 1.678 1.234
H -0.806 -0.113 0.184
H -3.913 -2.012 0.543
H -2.529 -2.808 -0.188
H -3.640 -0.053 -0.871
H -2.460 -0.247 -2.655
H 1.302 -0.205 4.751
H -0.198 -0.443 5.623
Cl -5.844 0.038 6.333
C -5.663 1.609 5.513
C -5.716 1.474 4.012
Cl -4.291 0.619 3.375
H -4.725 2.051 5.839
H -6.480 2.244 5.854
H -5.729 2.462 3.554
H -6.604 0.933 3.693
Cl -4.276 0.683 -7.714
C -3.086 -0.618 -7.435
C -2.471 -0.515 -6.065
Cl -1.428 0.917 -5.902
H -2.337 -0.564 -8.222
H -3.616 -1.565 -7.527
H -1.851 -1.387 -5.870
H -3.234 -0.456 -5.293
Cl 4.909 -1.435 -0.561
C 6.579 -0.890 -0.267
C 6.918 0.343 -1.065
Cl 7.003 -0.001 -2.815
H 7.248 -1.714 -0.502
H 6.661 -0.679 0.796
H 7.892 0.720 -0.766
H 6.186 1.134 -0.913
Cl -3.368 0.169 9.400
C -1.870 -0.069 8.461
C -1.221 -1.397 8.745
Cl -0.543 -1.472 10.394
H -1.201 0.759 8.681
H -2.141 -0.018 7.409
H -0.391 -1.553 8.058
H -1.922 -2.219 8.629
Cl 0.653 -3.882 1.396
C 2.177 -4.157 0.506
C 2.888 -5.400 0.968
Cl 3.530 -5.226 2.624
H 2.801 -3.277 0.629
H 1.916 -4.254 -0.547
H 3.738 -5.604 0.320
H 2.227 -6.263 0.952
Cl 4.729 3.587 -2.875
C 3.973 5.031 -3.588
C 3.629 6.065 -2.548
Cl 2.310 5.521 -1.478
H 3.088 4.711 -4.133
H 4.686 5.445 -4.300
H 3.289 6.977 -3.036
H 4.489 6.305 -1.927
Cl -6.850 -2.268 1.129
C -7.502 -0.920 0.161
C -7.363 -1.158 -1.320
Cl -5.655 -1.114 -1.844
H -6.988 -0.011 0.467
H -8.556 -0.824 0.417
H -7.885 -0.376 -1.869
H -7.782 -2.116 -1.612
Cl -11.219 -1.217 -4.892
C -9.919 -1.597 -6.050
C -9.191 -2.867 -5.692
Cl -8.232 -2.690 -4.201
H -9.239 -0.749 -6.082
H -10.385 -1.706 -7.028
H -8.496 -3.130 -6.488
H -9.880 -3.697 -5.551
Cl 7.672 1.234 2.111
C 9.344 1.781 2.402
C 9.688 3.015 1.608
Cl 9.783 2.691 -0.142
H 10.009 0.954 2.167
H 9.425 1.994 3.466
H 10.665 3.383 1.915
H 8.957 3.804 1.763
Cl 1.654 1.505 8.414
C 2.245 0.850 9.967
C 3.664 0.356 9.871
Cl 3.801 -1.101 8.851
H 1.564 0.059 10.270
H 2.186 1.657 10.696
H 4.024 0.084 10.863
H 4.325 1.115 9.460
Cl 1.810 -2.097 -6.851
C 2.250 -3.710 -6.242
C 1.323 -4.203 -5.158
Cl 1.495 -3.254 -3.662
H 3.276 -3.657 -5.885
H 2.214 -4.392 -7.091
H 1.575 -5.235 -4.919
H 0.280 -4.165 -5.460
Cl 8.913 -1.469 3.603
C 7.335 -1.724 4.397
C 6.897 -3.165 4.356
Cl 6.458 -3.703 2.716
H 6.605 -1.073 3.920
H 7.456 -1.405 5.431
H 6.008 -3.296 4.972
H 7.677 -3.824 4.732
Cl 7.998 -6.419 1.424
C 6.828 -7.740 1.653
C 6.520 -8.458 0.363
Cl 5.609 -7.448 -0.789
H 5.932 -7.317 2.105
H 7.271 -8.443 2.357
H 5.907 -9.334 0.570
H 7.431 -8.783 -0.133
Cl -6.519 2.060 -6.533
C -7.971 2.928 -5.972
C -7.746 3.589 -4.637
Cl -7.562 2.398 -3.322
H -8.795 2.220 -5.934
H -8.203 3.686 -6.719
H -8.602 4.212 -4.384
H -6.855 4.212 -4.649